1.
10
Properties=species:S:1:pos:R:3:forces:R:3 method="wB97M-V/def2-TZVPD" smiles="O=CNCO" de_lowest_kj_mol=283.73 molar_mass_g_mol=75.07 orbital_gap_ev=10.23 e_tot_ev=-7737.811
O -1.28217 1.22972 1.36399 4.7961 4.6262 0.9189
O 1.56256 -1.05152 -1.09693 -1.1153 -0.8250 0.0449
N -0.41710 -0.09932 -0.29750 -1.4595 -3.7381 -3.9405
C -0.00936 0.70463 0.82897 -1.8576 -3.4527 2.3489
C 0.35139 -1.10009 -1.09641 -0.3049 2.3373 0.6232
H -0.26922 -1.83053 -1.84957 0.9578 1.8123 2.0069
H 0.34289 0.00108 1.77654 0.0289 1.6584 -2.7272
H -0.69510 2.13215 1.74874 -3.7310 -3.3798 -1.0608
H -1.43513 -0.13552 -0.66600 2.2380 0.6552 1.7534
H 0.68098 1.47527 0.54085 0.4474 0.3061 0.0323



2.
12
Properties=species:S:1:pos:R:3:forces:R:3 method="wB97M-V/def2-TZVPD" de_lowest_kj_mol=418.50 molar_mass_g_mol=86.09 orbital_gap_ev=10.09 e_tot_ev=-8232.361
O -0.14380 -2.62101 2.01654 0.2384 -0.3658 -0.1072
N -0.04069 -0.36467 1.10291 1.1387 -2.6622 0.3325
N 0.99305 -0.87811 -1.05515 -0.1690 0.0835 -0.1525
C 0.50112 -2.06844 1.21651 -0.7701 -0.4661 1.6947
C 0.45399 -0.60731 0.01659 0.0459 1.2133 -0.9734
C -0.80825 1.82389 -0.46238 0.0593 0.2766 0.0660
H -0.14139 2.44196 -1.06325 -0.2463 0.1577 -0.1066
H -1.25446 1.03254 -1.08007 0.1627 0.2104 0.2738
H -1.60011 2.41403 -0.00415 -0.0103 0.1415 -0.2506
H -0.21974 1.42003 0.36197 -0.3344 0.4763 -0.3737
H 1.33780 -2.51847 0.60898 -0.4450 0.8700 0.2677
H 0.92248 -0.07445 -1.65850 0.3301 0.0648 -0.6706



3.
49
Properties=species:S:1:pos:R:3:forces:R:3 method="wB97M-V/def2-TZVPD" smiles="CCOC(=O)c1ccc(NC(=O)c2ccc(OC(C)C)c(OC)c2)cc1" de_lowest_kj_mol=96.70 molar_mass_g_mol=357.41 orbital_gap_ev=8.60 e_tot_ev=-32841.240
O -3.22739 -3.74163 -1.63837 -0.1695 0.0486 0.0186
O -2.13837 2.53532 -1.26050 -0.2182 -0.2337 0.0334
O 4.56904 -2.60122 1.76842 -0.0576 0.0843 0.0224
O -4.41899 1.04732 -0.33476 0.2404 -0.2754 0.0486
O 3.29804 -1.00446 2.71022 -0.3073 0.0170 -0.1065
N -1.13593 -3.79198 -0.83975 -0.0047 -0.5704 -0.2110
C 2.25779 -2.49025 1.22290 -0.1987 -0.0885 -0.1496
C -2.13092 1.17097 -1.29464 -0.1424 -0.0377 0.0916
C -3.27746 0.49342 -0.82631 0.0907 -0.1187 -0.0243
C -2.18985 -1.63620 -1.25607 -0.1459 0.4315 -0.2579
C -0.02276 -3.33849 -0.14145 0.4626 0.2132 0.3977
C -4.69227 2.42497 -0.46146 -0.2320 0.4569 0.0209
C -0.09505 -2.27712 0.76340 -0.0594 -0.1576 0.0124
C 4.43730 -0.50221 3.40601 0.5491 0.0982 0.1546
C 2.32164 -3.57585 0.35087 0.0810 0.1948 0.2361
C 1.03509 -1.85443 1.42972 0.2109 -0.0880 -0.0369
C -3.28213 -0.89680 -0.82600 0.1880 0.0387 -0.0189
C -1.43253 4.72295 -1.75347 0.0035 -0.4665 -0.0540
C 3.49710 -2.06159 1.90758 0.2396 -0.1195 0.0148
C 1.19528 -3.99854 -0.31970 -0.2111 0.0745 -0.0341
C -1.08378 -0.96648 -1.76270 -0.2154 -0.0744 -0.0013
C 0.05184 3.18493 -0.42127 -0.2837 -0.1744 -0.2705
C -0.96652 3.28331 -1.55722 0.4461 0.3768 0.0243
C 5.25003 0.44461 2.53393 -0.2996 -0.2857 0.0723
C -1.06721 0.41419 -1.77914 0.0439 0.1125 -0.0731
C -2.26258 -3.11875 -1.24951 0.0036 -0.0927 -0.0628
H 4.03189 0.01534 4.27820 0.0392 -0.1049 -0.0934
H -4.03428 3.02942 0.16589 -0.0844 -0.0446 -0.0713
H 5.05805 -1.34545 3.72658 -0.1422 0.1542 0.0297
H 5.65402 -0.09437 1.68054 0.0635 -0.0010 -0.0478
H -0.58672 5.35604 -2.00480 0.0829 0.0857 -0.0182
H -4.16452 -1.39942 -0.46287 -0.1307 -0.0471 0.0243
H -0.19551 0.90679 -2.17838 0.0553 0.0968 -0.0077
H -0.23806 -1.51184 -2.15214 0.0950 -0.0472 0.0057
H 0.97577 -1.03390 2.12692 -0.0278 0.0653 0.0468
H 4.62312 1.25756 2.17495 -0.0147 0.1047 -0.0154
H -1.14690 -4.77990 -1.06619 -0.1232 0.1895 0.0146
H -1.89436 5.09058 -0.84097 -0.0284 0.0601 0.1188
H -1.04141 -1.79439 0.94734 -0.0285 0.0412 0.0506
H 0.33642 2.15096 -0.24076 0.0826 -0.0486 0.0485
H 6.07233 0.85697 3.11148 0.1034 0.0724 0.0484
H 3.27016 -4.07162 0.21130 0.0672 -0.0439 -0.0176
H 0.94148 3.75609 -0.67170 0.1152 0.0502 -0.0115
H 1.24876 -4.83914 -0.99634 0.0103 -0.0617 -0.1002
H -0.52196 2.92532 -2.49674 -0.1004 0.0077 0.1192
H -2.16398 4.77293 -2.55553 -0.0561 0.0461 -0.0865
H -4.61156 2.75953 -1.49733 -0.0156 -0.0087 0.0647
H -0.38017 3.58674 0.49239 -0.0410 0.0587 0.0902
H -5.72197 2.53976 -0.12257 0.0643 0.0110 -0.0387



4.
11
Properties=species:S:1:pos:R:3:forces:R:3 method="wB97M-V/def2-TZVPD" de_lowest_kj_mol=376.07 molar_mass_g_mol=83.09 orbital_gap_ev=10.16 e_tot_ev=-7658.558
N -1.58093 -0.20097 -1.17161 -0.0499 -0.1866 0.2249
N 0.73563 0.84734 -1.09088 -1.6504 -0.8668 0.4007
N -0.89931 0.45646 -2.05248 1.8009 0.5011 0.9418
C 1.24471 -0.12579 1.26052 -0.2102 -0.0372 -0.1701
C -1.06212 -0.57451 -0.09148 0.7458 0.7398 -0.1969
C 0.54708 0.17757 -0.05410 -2.1151 -0.6739 -0.5691
H 2.18279 0.37018 1.54275 -0.3185 0.1262 -0.7168
H 0.49981 0.11845 2.02288 0.1654 -0.1124 0.0793
H 1.41234 -1.20690 1.30309 -0.0454 0.1366 0.0363
H -1.71168 -1.21747 0.54239 1.2071 0.3700 0.0083
H -1.36832 1.35566 -2.21108 0.4703 0.0032 -0.0382



5.
16
Properties=species:S:1:pos:R:3:forces:R:3 method="wB97M-V/def2-TZVPD" de_lowest_kj_mol=169.20 molar_mass_g_mol=198.99 orbital_gap_ev=8.80 e_tot_ev=-43369.399
Cl -3.82424 0.69246 -0.87762 -0.5658 0.3963 -0.7431
Cl -2.59846 -2.20845 0.15903 0.4407 -0.0781 -0.6389
P -2.88583 0.41848 0.85808 0.7113 1.2581 1.7501
F -2.52952 2.09375 1.20688 0.1159 -2.5763 -0.9618
C -0.88096 -0.31589 -1.15192 -1.5957 -1.7340 -1.8309
C 0.70151 0.91041 0.34116 0.1791 1.7955 -1.4374
C -0.40550 -1.04674 1.22066 0.6179 1.9071 0.5581
C 0.51924 -0.08920 1.42579 0.1128 0.6175 -2.6126
C 0.04292 0.87654 -0.84469 -1.2283 -3.2491 1.1534
C -1.41742 -0.85473 0.12694 -0.7284 0.9714 1.8850
H -1.79469 -0.17956 -1.88867 1.7174 0.7037 1.5956
H -0.46435 -1.17834 -1.74857 0.7512 0.8002 0.6614
H -0.43214 -1.67261 2.07670 -1.0194 -1.2899 0.0963
H 1.40003 1.78347 0.36983 -0.5112 -0.9558 0.7749
H 0.03452 1.45505 -1.71674 1.0048 1.6316 -0.5372
H 1.20625 -0.06028 2.25018 -0.0022 -0.1982 0.2871



6.
37
Properties=species:S:1:pos:R:3:forces:R:3 method="wB97M-V/def2-TZVPD" smiles="O=C(O[C@@H]1CNOC1)[C@@H]1CC[C@@H]2CN1C(=O)N2OS(=O)(=O)O" molar_mass_g_mol=337.31 orbital_gap_ev=8.79 e_tot_ev=-42293.309
S 0.61638 -0.98274 5.66925 4.3318 0.1092 2.9358
O 0.17536 -1.31035 4.08569 1.0021 1.4769 -0.0009
O -0.70694 -0.36214 6.38969 0.9780 -0.1045 -2.4917
O -0.85944 1.60220 -4.13290 1.0727 -0.9796 -0.9170
O 0.77456 1.24447 -1.47019 1.0245 -1.3317 0.6785
O 0.99854 -2.17983 6.43976 -2.2169 1.2675 -2.2360
O 2.80705 0.14074 -1.74089 -3.2014 0.8412 0.8785
O 1.69456 0.00050 5.74180 -2.4692 -0.6838 -1.3758
O 2.28793 -2.09054 2.43501 0.3670 3.1867 0.3684
N -1.18007 2.57649 -3.18409 -1.3078 0.8228 2.0829
N 2.03285 -0.02405 1.36303 1.9766 2.1116 -2.1329
N 0.86377 -0.43947 3.14635 -0.7094 0.1498 2.4514
C -0.78212 0.11283 1.35624 -0.1874 -0.9573 1.0200
C 0.50579 1.17966 -3.88927 0.1888 0.6529 0.0310
C 1.40805 1.27181 1.74223 -0.9765 -0.9329 0.8946
C 0.03384 3.14990 -2.65946 0.3996 0.6773 0.8767
C -0.06647 -0.84081 0.37966 0.1309 -0.1952 0.4439
C 1.93710 -0.89253 2.42524 -1.7068 -5.5698 -1.1034
C 0.99222 1.98296 -2.66917 0.6767 0.4593 -1.0251
C 0.17514 0.63902 2.45657 -0.7822 1.3727 -0.0395
C 1.43611 -0.55224 0.10632 -0.9374 -0.3708 0.1551
C 1.72573 0.30928 -1.15404 2.7993 -0.0449 -0.1278
H 2.09180 1.83709 2.40031 -0.4657 -0.2484 -0.2787
H -0.03687 3.54713 -1.60605 -0.4237 -0.5107 -1.0055
H -1.61568 -0.46364 1.86154 0.7621 0.7104 -0.6225
H 0.40598 3.98179 -3.25889 0.3342 -0.0170 -0.2502
H -1.79782 3.27571 -3.59679 0.4099 -0.4579 -0.3720
H -0.75528 -0.92134 7.15055 -0.4471 -0.7523 1.2833
H -0.33257 1.32099 3.16108 0.2230 -0.3752 -0.2181
H 1.10398 1.43711 -4.77507 -0.1288 -0.1419 0.2102
H -0.62922 -0.85969 -0.53989 -0.1360 -0.1661 -0.3889
H 2.05201 2.33037 -2.76561 -0.8401 -0.6078 0.2409
H 0.60640 0.10665 -3.68302 -0.4195 0.1994 -0.1826
H -0.11997 -1.83832 0.82740 0.1253 0.0196 -0.2296
H -1.21530 0.91836 0.78798 -0.1951 0.5912 0.0858
H 1.90753 -1.51209 -0.11907 0.1545 0.2711 0.0990
H 1.04463 1.88426 0.89824 0.5941 -0.4717 0.2623



HOMO values, unit Eh, following the record order: -0.3546 -0.3626 -0.3020 -0.3485 -0.3193 -0.3181.